Below is a structure of composition ClN2O5S at a distorted geometry, with properties calculated with ωB97M-V with the def2-TZVPD basis set.

Output
Net charge: -1
Spin multiplicity: 1
Maximum force, eV/Å: 4.72
E_HOMO, eV: -5.16
Gap between HOMO and LUMO, eV: 8.8

Last column: Löwdin charge in e.
CARTESIAN COORDINATES (ANGSTROEM)
N 1.5101 -0.5154 -0.1688  -0.523
N -1.2000 -0.4332 0.9531  -0.705
O 0.4791 -0.2614 -0.9438  -0.112
O 1.4155 -0.2133 0.9940  0.011
O 2.4827 -1.0379 -0.6681  0.049
O 0.0771 1.7728 0.6298  -0.281
O -1.6169 1.1366 -1.0004  -0.404
S -0.6969 0.7409 0.0768  0.472
Cl -2.4508 -1.1890 0.1275  0.493

---

Below is a cluster of 2 separate species, ClN3O2 in total at a distorted geometry, with properties calculated with ωB97M-V with the def2-TZVPD basis set.

Output
Net charge: 0
Spin multiplicity: 1
Maximum force, eV/Å: 3.54
SMILES string: N#[N+][O-].O=NCl
E_HOMO, eV: -10.81
Gap between HOMO and LUMO, eV: 9.7

Last column: Löwdin charge in e.
CARTESIAN COORDINATES (ANGSTROEM)
N 0.7213 0.6162 -0.6163  0.183
N -1.2993 -0.6962 0.4501  -0.424
N 1.7050 0.5102 -0.1321  -0.286
O -1.8445 -1.6548 0.0109  -0.059
O 2.7509 0.3956 0.3662  0.106
Cl -2.0335 0.8290 -0.0788  0.480

---

Below is a cluster of 2 separate species, ClNOS in total at a distorted geometry, with properties calculated with ωB97M-V with the def2-TZVPD basis set.

Output
Net charge: 0
Spin multiplicity: 1
Maximum force, eV/Å: 3.06
E_HOMO (alpha / beta), eV: -9.02 / -7.81
Gap between HOMO and LUMO (alpha / beta), eV: 8.1 / 4.8

Last column: Löwdin charge in e.
CARTESIAN COORDINATES (ANGSTROEM)
N -0.2845 -1.2246 1.0162  0.119
O -1.0343 -1.0630 0.1816  -0.038
S 1.3427 0.9287 0.0616  -0.050
Cl -0.0240 1.3590 -1.2594  -0.031

---

Below is a structure of composition ClNa2O4 at a distorted geometry, with properties calculated with ωB97M-V with the def2-TZVPD basis set.

Output
Net charge: +1
Spin multiplicity: 1
Maximum force, eV/Å: 4.17
E_HOMO, eV: -13.00
Gap between HOMO and LUMO, eV: 6.3

Last column: Löwdin charge in e.
CARTESIAN COORDINATES (ANGSTROEM)
Na -2.4962 -0.5074 0.1785  0.848
Na -1.0774 -0.8254 2.9700  0.896
Cl 0.7399 0.2586 -0.6505  0.687
O 1.9389 -0.4488 -0.8831  -0.272
O -0.1328 0.1919 -1.8000  -0.343
O 0.0485 -0.3567 0.5162  -0.485
O 0.9791 1.6879 -0.3311  -0.332

---

Below is a structure of composition CrI, with properties calculated with ωB97M-V with the def2-TZVPD basis set.

Output
Net charge: +2
Spin multiplicity: 6
Maximum force, eV/Å: 0.62
E_HOMO (alpha / beta), eV: -21.18 / -20.93
Gap between HOMO and LUMO (alpha / beta), eV: 6.4 / 6.8

Last column: Löwdin charge in e.
CARTESIAN COORDINATES (ANGSTROEM)
Cr 0.2561 -1.3893 0.2106  1.185
I -0.2561 1.3893 -0.2106  0.815

---

Below is a structure of composition CsO4S at a distorted geometry, with properties calculated with ωB97M-V with the def2-TZVPD basis set.

Output
Net charge: -1
Spin multiplicity: 1
Maximum force, eV/Å: 16.24
E_HOMO, eV: -4.19
Gap between HOMO and LUMO, eV: 6.4

Last column: Löwdin charge in e.
CARTESIAN COORDINATES (ANGSTROEM)
Cs 0.8106 1.0798 1.5315  1.547
S -0.1826 -0.2577 -0.2936  -0.080
O 1.2273 -0.2351 0.0613  -0.932
O -0.5725 1.1557 -0.2774  -0.730
O -0.3193 -0.6935 -1.6654  -0.375
O -0.9634 -1.0493 0.6437  -0.431

---

Below is a structure of composition CsO8S2 at a distorted geometry, with properties calculated with ωB97M-V with the def2-TZVPD basis set.

Output
Net charge: -2
Spin multiplicity: 2
Maximum force, eV/Å: 4.12
E_HOMO (alpha / beta), eV: -1.39 / 0.54
Gap between HOMO and LUMO (alpha / beta), eV: 4.9 / 3.0

Last column: Löwdin charge in e.
CARTESIAN COORDINATES (ANGSTROEM)
Cs -0.0937 2.4878 -0.9253  1.129
S 1.4864 0.3461 1.5769  0.075
O 0.1475 0.1508 2.2217  -0.320
O 1.3875 -0.5313 0.4536  -0.290
O 1.6633 1.6967 1.1258  -0.585
O 2.5745 -0.0640 2.4296  -0.386
S -1.4448 -0.7978 -1.4359  0.086
O -0.7958 -2.0264 -0.9155  -0.321
O -0.7207 -0.1464 -2.5192  -0.492
O -2.8249 -1.0923 -1.7878  -0.409
O -1.3793 -0.0233 -0.2240  -0.487

---

Below is a structure of composition Cu2IZn at a distorted geometry, with properties calculated with ωB97M-V with the def2-TZVPD basis set.

Output
Net charge: +4
Spin multiplicity: 4
Maximum force, eV/Å: 2.38
E_HOMO (alpha / beta), eV: -25.97 / -28.68
Gap between HOMO and LUMO (alpha / beta), eV: 6.4 / 4.6

Last column: Löwdin charge in e.
CARTESIAN COORDINATES (ANGSTROEM)
Cu 2.6508 1.0804 -0.2244  0.956
Cu -0.9180 -2.6252 0.9082  1.007
Zn -1.7949 1.8632 -0.7216  0.958
I 0.0620 -0.3184 0.0379  1.078

---

Below is a structure of composition Cu2IZn at a distorted geometry, with properties calculated with ωB97M-V with the def2-TZVPD basis set.

Output
Net charge: +6
Spin multiplicity: 4
Maximum force, eV/Å: 3.54
E_HOMO (alpha / beta), eV: -41.25 / -41.18
Gap between HOMO and LUMO (alpha / beta), eV: 11.1 / 7.7

Last column: Löwdin charge in e.
CARTESIAN COORDINATES (ANGSTROEM)
Cu 2.2533 -1.6213 0.7456  1.596
Cu -2.9466 -0.4115 0.8135  1.611
Zn 0.8207 1.9753 -1.6764  1.534
I -0.1274 0.0574 0.1172  1.259

---

Below is a structure of composition CuH12O6 at a distorted geometry, with properties calculated with ωB97M-V with the def2-TZVPD basis set.

Output
Net charge: +1
Spin multiplicity: 1
Maximum force, eV/Å: 5.96
E_HOMO, eV: -11.29
Gap between HOMO and LUMO, eV: 7.8

Last column: Löwdin charge in e.
CARTESIAN COORDINATES (ANGSTROEM)
Cu -23.0800 -19.9750 4.6330  0.193
O -23.1190 -20.4480 6.3090  -0.033
H -22.4310 -21.0100 6.6610  0.103
H -23.0840 -19.7110 6.9590  0.126
O -21.9540 -18.3390 4.6760  -0.020
H -21.1230 -18.7740 4.9390  0.092
H -22.0050 -17.5360 5.2070  0.093
O -23.8220 -22.6860 4.2470  -0.040
H -23.4240 -23.4380 4.6580  0.046
H -24.4730 -23.1100 3.6210  0.104
O -23.3510 -18.7390 1.8330  -0.053
H -24.2270 -18.3500 1.6130  0.069
H -23.4740 -19.6910 1.8130  0.022
O -24.8790 -19.5470 4.5270  -0.022
H -25.1190 -19.6460 5.4580  0.087
H -24.8990 -18.5770 4.3760  0.110
O -21.7510 -20.8650 3.4680  0.029
H -21.2980 -20.8340 2.6930  0.042
H -22.1640 -21.7170 3.3720  0.052